Density functional theory data (ωB97M-V/def2-TZVPD) for the ion C4H2N with charge +1 in a non-equilibrium geometry.

Geometry as XYZ:
```
7
C4H2N, DFT ωB97M-V/def2-TZVPD
C -1.52 0.70 0.06
C -1.70 -0.96 -0.03
C -0.28 0.87 -0.04
C -0.42 -0.78 -0.01
N 0.82 0.03 0.04
H 1.55 -0.04 -0.86
H 1.55 0.18 0.84
```

The value obtained for the energy relative to the best compared isomer or geometry (same formula, charge and spin) is 32.7 kcal per mole. Its strongest force on any atom is 3.726 eV Å⁻¹. The calculation puts the HOMO-LUMO gap at 7.73 eV. The charge is +1. The total energy is -5649.6706 eV.

---

Density functional theory data (ωB97M-V/def2-TZVPD) for a cluster of 2 separate species, C3H10N2O in total in a non-equilibrium geometry.

Geometry as XYZ:
```
16
C3H10N2O, DFT ωB97M-V/def2-TZVPD
C -1.13 -0.18 1.69
C 0.29 -0.20 1.12
N 1.04 -1.34 1.43
C 0.58 0.66 0.16
N 1.88 0.73 -0.44
H -1.86 -0.32 0.90
H -1.31 0.82 2.09
H -1.27 -0.91 2.48
H 0.81 -1.77 2.31
H 2.04 -1.18 1.40
H -0.09 1.33 -0.34
H 1.84 0.70 -1.45
H 2.50 -0.06 -0.22
O -2.11 0.75 -3.62
H -1.84 0.39 -4.47
H -1.36 0.59 -3.04
```

The value obtained for the energy relative to the best compared isomer or geometry (same formula, charge and spin) is 32.6 kcal per mole. Its strongest force on any atom is 1.949 eV Å⁻¹. The calculation puts the HOMO-LUMO gap at 8.09 eV. The total energy is -8300.0890 eV.

---

Density functional theory data (ωB97M-V/def2-TZVPD) for a cluster of 10 separate species, C24H68O10 in total in a non-equilibrium geometry.

Geometry as XYZ:
```
102
C24H68O10, DFT ωB97M-V/def2-TZVPD
C -18.55 -18.06 9.79
C -18.93 -16.58 9.67
C -20.30 -16.27 10.34
O -18.08 -15.83 10.24
H -19.25 -18.62 9.17
H -18.63 -18.43 10.81
H -17.49 -18.20 9.44
H -19.13 -16.36 8.60
H -20.44 -16.55 11.36
H -21.09 -16.69 9.75
H -20.60 -15.21 10.34
H -17.53 -15.42 9.61
C -12.72 -21.32 12.86
C -12.22 -20.04 13.50
C -12.35 -20.12 15.08
O -11.06 -19.76 13.20
H -13.77 -21.33 13.04
H -12.32 -22.20 13.29
H -12.57 -21.32 11.77
H -12.93 -19.22 13.20
H -11.93 -19.21 15.52
H -11.83 -20.88 15.63
H -13.39 -20.12 15.36
H -10.98 -19.67 12.23
C -15.63 -17.83 11.59
C -15.89 -19.11 12.37
C -15.82 -18.84 13.88
O -17.06 -19.49 12.27
H -14.72 -17.31 11.96
H -16.43 -17.08 11.66
H -15.41 -18.12 10.53
H -15.23 -19.89 12.09
H -16.58 -18.13 14.16
H -14.81 -18.45 13.98
H -15.85 -19.75 14.53
H -17.67 -18.75 12.47
C -18.38 -21.47 3.34
C -17.86 -20.39 4.30
C -18.14 -20.86 5.75
O -16.60 -20.19 4.18
H -17.86 -22.38 3.64
H -18.11 -21.27 2.34
H -19.42 -21.64 3.41
H -18.28 -19.42 4.08
H -19.14 -21.17 5.88
H -17.77 -20.16 6.54
H -17.58 -21.77 5.94
H -16.60 -19.70 3.29
C -9.66 -22.33 11.31
C -10.45 -22.99 10.18
C -11.28 -24.17 10.62
O -11.18 -22.18 9.63
H -8.86 -22.98 11.42
H -10.15 -22.22 12.30
H -9.34 -21.35 10.98
H -9.74 -23.36 9.48
H -11.75 -24.67 9.73
H -12.08 -23.86 11.30
H -10.67 -24.89 11.19
H -11.40 -22.34 8.70
C -12.06 -17.38 10.33
C -12.32 -18.83 10.05
C -12.35 -19.25 8.55
O -11.43 -19.59 10.52
H -11.44 -16.87 9.62
H -11.57 -17.32 11.32
H -12.90 -16.72 10.42
H -13.23 -19.18 10.47
H -11.45 -19.13 8.02
H -13.09 -18.75 7.89
H -12.53 -20.31 8.43
H -11.57 -20.47 10.10
C -16.81 -21.06 9.16
C -15.31 -21.42 9.33
C -14.98 -22.55 10.29
O -14.64 -21.66 8.32
H -17.34 -21.81 8.57
H -16.93 -20.10 8.66
H -17.30 -21.03 10.18
H -14.91 -20.52 9.67
H -15.30 -23.37 9.69
H -15.48 -22.56 11.23
H -13.90 -22.65 10.46
H -14.74 -20.92 7.74
C -15.53 -18.37 6.92
O -15.07 -19.66 6.41
H -15.11 -17.47 6.52
H -15.30 -18.28 7.96
H -16.60 -18.14 6.90
H -15.58 -19.87 5.63
C -14.97 -23.34 5.62
O -15.04 -23.88 6.94
H -15.99 -23.17 5.31
H -14.48 -23.97 4.91
H -14.50 -22.43 5.63
H -15.23 -23.17 7.55
C -11.62 -23.55 6.51
O -12.12 -22.30 7.00
H -12.01 -23.70 5.53
H -12.08 -24.25 7.23
H -10.48 -23.52 6.46
H -13.08 -22.40 7.02
```

The value obtained for the energy relative to the best compared isomer or geometry (same formula, charge and spin) is 229.1 kcal per mole. Its strongest force on any atom is 12.646 eV Å⁻¹. The calculation puts the HOMO-LUMO gap at 8.95 eV. The total energy is -46456.8208 eV.

---

Density functional theory data (ωB97M-V/def2-TZVPD) for a structure of composition C35H34BaClNOSi2 in a non-equilibrium geometry.

Geometry as XYZ:
```
75
C35H34BaClNOSi2, DFT ωB97M-V/def2-TZVPD
C -4.94 -0.70 1.96
C -3.80 -1.49 2.24
C -2.70 -0.62 2.46
H -3.79 -2.58 2.33
C -3.17 0.72 2.32
C -4.56 0.66 2.02
H -5.24 1.52 1.96
H -5.96 -1.07 1.82
H -1.70 -0.91 2.78
H -2.58 1.62 2.49
Ba -3.20 -0.30 -0.48
Si 0.65 0.62 -0.57
C 0.72 -1.19 -0.81
C 1.32 -1.87 -1.89
H 1.79 -1.32 -2.71
C 1.37 -3.27 -1.91
H 1.92 -3.78 -2.71
C 0.73 -4.02 -0.92
H 0.78 -5.11 -0.93
C 0.06 -3.35 0.11
H -0.48 -3.91 0.88
C 0.09 -1.96 0.19
H -0.34 -1.46 1.07
C 1.08 1.13 1.16
C 1.82 0.39 2.10
H 2.33 -0.53 1.80
C 1.89 0.81 3.43
H 2.46 0.21 4.15
C 1.25 1.98 3.86
H 1.32 2.30 4.90
C 0.53 2.73 2.93
H 0.02 3.64 3.24
C 0.46 2.32 1.59
H -0.11 2.93 0.88
H -0.74 1.09 -0.93
Si 3.99 1.12 -1.98
C 4.50 1.90 -0.39
C 5.65 1.42 0.28
H 6.17 0.54 -0.10
C 6.11 2.05 1.43
H 7.00 1.67 1.94
C 5.44 3.17 1.94
H 5.81 3.67 2.84
C 4.28 3.63 1.31
H 3.72 4.47 1.72
C 3.83 3.01 0.14
H 2.93 3.40 -0.34
C 4.58 -0.63 -2.02
C 4.35 -1.50 -0.94
H 3.78 -1.16 -0.07
C 4.82 -2.82 -0.97
H 4.55 -3.50 -0.16
C 5.60 -3.26 -2.04
H 5.99 -4.28 -2.05
C 5.89 -2.38 -3.10
H 6.52 -2.72 -3.92
C 5.37 -1.09 -3.10
H 5.57 -0.41 -3.94
H 4.29 1.92 -3.19
Cl 1.78 1.58 -2.17
O -4.49 1.88 -1.02
C -5.95 2.04 -0.94
C -6.59 0.73 -1.30
C -7.82 0.71 -1.97
C -8.41 -0.53 -2.24
C -7.75 -1.70 -1.85
C -6.51 -1.59 -1.21
N -5.90 -0.39 -1.00
H -4.07 2.76 -1.00
H -6.22 2.33 0.09
H -6.26 2.81 -1.65
H -8.28 1.67 -2.22
H -9.36 -0.58 -2.77
H -8.19 -2.68 -2.01
H -5.98 -2.47 -0.85
```

The value obtained for the energy relative to the best compared isomer or geometry (same formula, charge and spin) is 13.6 kcal per mole. Its strongest force on any atom is 1.756 eV Å⁻¹. The calculation puts the HOMO-LUMO gap (alpha / beta) at 2.42 / 2.43 eV. The total energy is -69352.8506 eV.

---

Density functional theory data (ωB97M-V/def2-TZVPD) for a cluster of 3 separate species, C4H9NO2 in total in a non-equilibrium geometry.

Geometry as XYZ:
```
16
C4H9NO2, DFT ωB97M-V/def2-TZVPD
C -1.37 0.87 -0.80
C -1.92 -0.22 0.11
C -1.29 -1.47 0.08
C 1.35 -0.01 0.51
O 1.34 1.22 0.63
O 2.06 -0.83 -0.04
N -2.94 -0.01 0.88
H -1.27 1.69 -0.08
H -0.41 0.58 -1.23
H -2.06 0.96 -1.64
H 0.43 -0.48 1.05
H -0.34 -1.65 -0.40
H -1.80 -2.27 0.63
H 5.30 0.30 -0.29
H -3.00 0.93 1.27
H 5.91 0.38 -0.68
```

The value obtained for the energy relative to the best compared isomer or geometry (same formula, charge and spin) is 159.8 kcal per mole. Its strongest force on any atom is 2.455 eV Å⁻¹. The calculation puts the HOMO-LUMO gap at 5.47 eV. The total energy is -9873.1328 eV.

---

Density functional theory data (ωB97M-V/def2-TZVPD) for a structure of composition C41H55N8SSi4TeTi in a non-equilibrium geometry.

Geometry as XYZ:
```
111
C41H55N8SSi4TeTi, DFT ωB97M-V/def2-TZVPD
Ti 0.41 0.09 0.68
C 4.66 -0.26 4.31
C 3.47 -0.98 4.23
C 2.76 -1.06 3.05
C 3.20 -0.40 1.90
C 4.40 0.33 1.98
C 5.12 0.39 3.17
N 2.40 -0.43 0.76
C 3.01 -0.48 -0.50
C 4.28 -0.98 -0.78
C 4.79 -0.94 -2.07
C 4.05 -0.39 -3.12
C 2.78 0.09 -2.87
C 2.25 0.02 -1.59
N 1.01 0.50 -1.21
N 0.42 1.43 -1.95
C -0.04 2.41 -1.12
C -0.54 3.60 -1.70
C -0.74 4.70 -0.91
C -0.52 4.61 0.47
C -0.12 3.40 0.98
N 0.12 2.31 0.23
H 5.23 -0.21 5.23
H 3.10 -1.50 5.11
H 1.84 -1.63 2.98
H 4.77 0.84 1.10
H 6.05 0.95 3.19
H 4.87 -1.40 0.02
H 5.77 -1.35 -2.26
H 4.47 -0.36 -4.12
H 2.17 0.52 -3.66
H -0.67 3.62 -2.77
H -1.08 5.63 -1.36
H -0.67 5.45 1.13
H 0.02 3.27 2.04
C 1.69 -3.98 -2.81
C 0.73 -3.06 -3.22
C 0.03 -2.31 -2.29
C 0.27 -2.46 -0.92
C 1.22 -3.40 -0.51
C 1.91 -4.14 -1.45
N -0.44 -1.64 -0.04
N -0.17 -1.84 1.33
C -1.33 -1.84 2.11
C -1.27 -2.49 3.34
C -2.33 -2.45 4.24
C -3.49 -1.78 3.91
C -3.57 -1.15 2.67
C -2.52 -1.18 1.77
H 2.25 -4.55 -3.54
H 0.53 -2.91 -4.27
H -0.71 -1.58 -2.61
H 1.40 -3.52 0.55
H 2.66 -4.85 -1.11
H -0.36 -3.02 3.58
H -2.24 -2.96 5.19
H -4.33 -1.73 4.59
H -4.47 -0.61 2.42
S -0.13 0.79 3.16
C 0.97 1.75 3.96
N 2.14 2.23 3.50
C 2.90 2.89 4.56
C 2.08 2.56 5.82
N 0.79 2.19 5.25
H 2.61 1.74 2.75
H 2.95 3.97 4.38
H 3.91 2.49 4.60
H 1.98 3.43 6.48
H 2.52 1.73 6.38
H 0.11 1.68 5.79
C -5.67 1.16 3.89
Si -5.20 2.23 2.43
C -6.64 3.42 2.20
C -3.64 3.17 2.85
Si -4.84 1.04 0.46
Te -2.53 0.00 -0.03
Si -6.44 -0.61 0.00
C -8.15 0.06 0.43
C -6.35 -0.99 -1.84
C -6.24 -2.25 0.88
Si -5.11 2.56 -1.31
C -6.92 2.74 -1.80
C -4.53 4.27 -0.80
C -4.11 2.03 -2.80
H -6.05 1.80 4.69
H -4.82 0.59 4.27
H -6.46 0.45 3.64
H -6.79 4.00 3.11
H -7.56 2.87 2.00
H -6.49 4.11 1.37
H -3.76 3.73 3.78
H -3.36 3.87 2.06
H -2.80 2.47 2.97
H -8.37 0.98 -0.10
H -8.22 0.26 1.50
H -8.91 -0.68 0.17
H -6.66 -0.15 -2.46
H -6.98 -1.85 -2.08
H -5.32 -1.24 -2.11
H -6.42 -2.18 1.95
H -5.24 -2.66 0.74
H -6.97 -2.95 0.45
H -7.53 3.01 -0.94
H -7.33 1.83 -2.23
H -7.02 3.54 -2.54
H -5.15 4.71 -0.02
H -4.57 4.93 -1.67
H -3.51 4.24 -0.44
H -4.45 1.08 -3.20
H -3.05 1.92 -2.55
H -4.19 2.78 -3.58
```

The value obtained for the energy relative to the best compared isomer or geometry (same formula, charge and spin) is 23.9 kcal per mole. Its strongest force on any atom is 1.246 eV Å⁻¹. As for the multiplicity: 3. The calculation puts the HOMO-LUMO gap (alpha / beta) at 5.78 / 5.68 eV. The charge is -1. Its expectation value of S² is 2.025. The total energy is -128090.9600 eV.

---

Density functional theory data (ωB97M-V/def2-TZVPD) for a cluster of 3 separate species, C9H17N in total in a non-equilibrium geometry.

Geometry as XYZ:
```
27
C9H17N, DFT ωB97M-V/def2-TZVPD
C -1.80 0.11 -0.63
C -1.30 0.08 -2.04
C -0.60 -1.22 1.81
C -0.28 -1.36 0.35
N -1.64 1.21 0.05
C -0.32 -2.54 -0.29
H -2.63 -0.55 -0.39
H -0.74 2.05 -0.23
H -2.09 1.27 0.96
H -1.33 -0.94 -2.43
H -0.30 0.48 -2.10
H -1.95 0.70 -2.66
H -1.61 -1.55 2.03
H -0.50 -0.18 2.12
H 0.09 -1.82 2.42
H -0.03 -2.63 -1.32
H -0.67 -3.44 0.20
C 1.86 0.70 -0.22
C 2.54 0.37 1.08
C 1.35 1.94 -0.46
C 0.55 2.90 -0.57
H 0.40 -0.53 -0.05
H 2.22 0.15 -1.09
H 2.08 0.90 1.91
H 2.48 -0.70 1.29
H 3.60 0.64 1.06
H 0.60 3.94 -0.80
```

The value obtained for the energy relative to the best compared isomer or geometry (same formula, charge and spin) is 117.7 kcal per mole. Its strongest force on any atom is 2.836 eV Å⁻¹. The calculation puts the HOMO-LUMO gap at 6.55 eV. The total energy is -11093.1528 eV.

---

Density functional theory data (ωB97M-V/def2-TZVPD) for the ion C2H3FN with charge +1 in a non-equilibrium geometry.

Geometry as XYZ:
```
7
C2H3FN, DFT ωB97M-V/def2-TZVPD
C -0.95 -0.05 0.05
C 0.45 0.12 0.04
N 1.62 0.33 0.00
F 2.92 -0.06 0.02
H -1.49 0.21 0.94
H -1.11 -1.02 -0.28
H -1.42 0.48 -0.76
```

The value obtained for the energy relative to the best compared isomer or geometry (same formula, charge and spin) is 64.9 kcal per mole. Its strongest force on any atom is 5.576 eV Å⁻¹. The calculation puts the HOMO-LUMO gap at 12.11 eV. The charge is +1. The total energy is -6317.6124 eV.

---

Density functional theory data (ωB97M-V/def2-TZVPD) for the molecule C18H24N2O3S.

Geometry as XYZ:
```
48
C18H24N2O3S, DFT ωB97M-V/def2-TZVPD
C -7.37 -2.22 0.53
C -6.43 -1.05 0.25
C -5.13 -1.18 1.05
N -4.22 -0.09 0.82
C -3.36 -0.08 -0.24
S -3.21 -1.40 -1.23
N -2.63 1.05 -0.42
C -2.48 2.06 0.61
C -1.10 2.71 0.53
C -0.05 1.63 0.27
C 1.36 2.20 0.33
O 1.54 3.40 0.42
C 2.48 1.25 0.22
C 3.74 1.77 -0.11
C 4.83 0.94 -0.26
C 4.70 -0.43 -0.07
C 3.46 -0.95 0.31
C 2.36 -0.12 0.44
O 3.29 -2.29 0.59
C 4.50 -2.98 0.75
C 5.48 -2.60 -0.35
O 5.79 -1.22 -0.27
C -0.28 1.00 -1.13
C -1.74 1.19 -1.55
H -7.63 -2.25 1.58
H -6.90 -3.16 0.26
H -8.29 -2.11 -0.05
H -6.92 -0.11 0.50
H -6.18 -1.03 -0.82
H -4.62 -2.11 0.77
H -5.36 -1.21 2.12
H -4.53 0.80 1.17
H -2.59 1.58 1.59
H -3.26 2.83 0.50
H -1.05 3.45 -0.26
H -0.88 3.21 1.47
H -0.15 0.86 1.04
H 3.83 2.83 -0.25
H 5.80 1.33 -0.54
H 1.43 -0.57 0.74
H 4.25 -4.05 0.72
H 4.94 -2.74 1.73
H 6.43 -3.13 -0.25
H 5.03 -2.83 -1.33
H 0.36 1.47 -1.87
H -0.05 -0.06 -1.10
H -2.02 0.44 -2.30
H -1.90 2.18 -1.98
```

The value obtained for the energy relative to the best compared isomer or geometry (same formula, charge and spin) is 32.6 kcal per mole. Its strongest force on any atom is 0.874 eV Å⁻¹. The calculation puts the HOMO-LUMO gap at 8.44 eV. The total energy is -39013.6873 eV.

---

- Which of these has the lowest strongest force on any atom?
  C18H24N2O3S